Density functional theory data (the ωB97M-V functional and the def2-TZVPD basis) for one molecule with the formula C4H6N2 at a distorted geometry.

Each line ends with the Löwdin charge.
Geometry (Å):
N  0.9674  1.1201  -0.8502  0.070
C  1.0758  0.1940  0.2463  -0.198
C  0.3821  -0.1755  -1.0125  -0.229
C  -0.8758  -0.6132  -0.2256  -0.225
N  -1.5067  0.2145  0.7581  0.069
C  -0.1959  -0.2832  1.0529  -0.202
H  0.4136  1.9704  -0.7859  0.100
H  2.0661  -0.1078  0.5670  0.126
H  0.6464  -0.9731  -1.7055  0.132
H  -1.1956  -1.5933  -0.5706  0.129
H  -1.7132  1.2017  0.6333  0.101
H  -0.0643  -0.9548  1.8926  0.127

Atoms 1-3, force components in eV/Å:
N -0.277 0.102 0.017
C 0.294 -0.154 0.177
C 0.089 -0.353 -0.184

Properties
Net charge   0
Max |F|   1.12 eV/A
Orbital gap   0.37282 Eh
ΔE to the lowest compared entry with this formula, charge and spin   108.1 kcal/mol
Multiplicity   1
Electronic energy   -7220.9022 eV

=====

Density functional theory data (the ωB97M-V functional and the def2-TZVPD basis) for one molecule with the formula C5H10O.

Each line ends with the Löwdin charge.
Geometry (Å):
C  -0.8724  -0.2697  -1.2227  -0.043
C  0.1588  -0.0123  -0.1460  -0.495
C  1.4661  -0.7405  -0.3785  -0.048
C  0.2376  1.3475  0.5021  -0.040
C  -0.2932  0.1816  1.2790  -0.320
O  -1.6543  0.2485  1.5931  -0.014
H  -1.1294  -1.3373  -1.2572  0.085
H  -1.7908  0.3036  -1.0644  0.082
H  -0.4692  -0.0006  -2.2065  0.085
H  2.1730  -0.5883  0.4450  0.082
H  1.9392  -0.3705  -1.2968  0.085
H  1.3046  -1.8195  -0.4943  0.083
H  1.2118  1.7610  0.7488  0.106
H  -0.5184  2.0760  0.2234  0.115
H  0.3331  -0.2597  2.0594  0.145
H  -2.0965  -0.5198  1.2155  0.093

Atoms 1-3, force components in eV/Å:
C -0.052 0.012 -0.007
C 0.000 -0.046 -0.075
C 0.045 -0.016 0.024

Properties
Net charge   0
Max |F|   0.33 eV/A
Orbital gap   0.38879 Eh
ΔE to the lowest compared entry with this formula, charge and spin   23.4 kcal/mol
Multiplicity   1
Electronic energy   -7393.7488 eV

=====

Density functional theory data (the ωB97M-V functional and the def2-TZVPD basis) for C24H46Cl2N3O7PbSSi as an isolated structure at a distorted geometry.

Each line ends with the Löwdin charge.
Geometry (Å):
C  0.6381  4.5555  -2.0252  -0.032
C  1.9531  4.3052  -2.6956  -0.233
H  0.6276  5.5038  -1.4686  0.071
H  0.3650  3.7311  -1.3472  0.090
H  -0.1580  4.6257  -2.7855  0.094
C  2.8674  5.2673  -2.9383  -0.104
C  2.6541  6.7147  -2.6702  -0.109
H  3.8337  5.0234  -3.3842  0.105
H  2.1618  6.9386  -1.7125  0.070
H  2.1082  7.2323  -3.4755  0.083
H  3.6667  7.1314  -2.6576  0.066
Pb  -2.2942  -1.0507  2.4864  0.950
Cl  -1.9699  0.8434  0.7149  -0.240
C  -1.0423  -2.6600  -0.0533  -0.284
O  -0.7850  -2.6090  1.1811  -0.169
N  -0.2131  -3.1914  -0.9997  -0.168
C  1.0879  -3.6913  -0.5724  -0.044
C  -0.5822  -3.3182  -2.4306  -0.041
H  -1.9793  -2.2421  -0.4579  0.123
H  0.9959  -3.7668  0.5144  0.086
H  1.8936  -2.9719  -0.8154  0.076
H  1.2815  -4.6730  -1.0364  0.090
H  -1.6132  -2.9857  -2.5501  0.087
H  -0.5209  -4.3603  -2.7906  0.084
H  0.0327  -2.7314  -3.1407  0.077
H  -2.1961  -6.7157  4.4332  0.091
H  -5.0130  -6.5901  4.7791  0.084
C  -2.2725  -5.8522  5.1161  -0.057
C  -4.7662  -5.6055  5.2198  -0.053
N  -3.4523  -5.0637  4.8002  -0.181
H  -1.4352  -5.1784  4.9251  0.082
C  -3.3005  -3.9147  4.0654  -0.284
O  -2.2130  -3.4284  3.6798  -0.131
H  -5.5431  -4.9055  4.9127  0.083
H  -4.2484  -3.4230  3.8235  0.118
H  -2.3089  -6.1864  6.1670  0.086
H  -4.8583  -5.7565  6.3127  0.082
H  -1.4647  2.7081  4.4873  0.096
H  0.3779  1.8400  2.6934  0.073
C  -1.0396  1.9855  5.2020  -0.071
C  0.8214  1.4312  3.6206  -0.056
N  -0.2039  0.9702  4.5462  -0.190
H  -1.8693  1.4679  5.6920  0.035
C  -0.4770  -0.3652  4.6065  -0.416
O  0.1201  -1.2526  3.9124  -0.125
H  1.4173  0.5483  3.3587  0.084
H  -1.3831  -0.5739  5.2529  0.072
H  -0.4569  2.5717  5.9332  0.081
H  1.4266  2.1944  4.1281  0.085
O  2.7367  2.1947  -1.9523  -0.178
C  2.2121  2.8591  -3.0970  -0.302
C  4.4918  2.5755  -4.2697  -0.041
C  3.1056  2.7118  -4.3306  -0.190
H  4.9767  2.5408  -3.2921  0.119
C  5.2277  2.5440  -5.4607  -0.084
H  1.2087  2.4649  -3.3433  0.146
C  2.4617  2.8492  -5.5643  -0.034
H  6.3111  2.4287  -5.4055  0.099
C  4.5811  2.6758  -6.6931  -0.103
C  3.1923  2.8403  -6.7489  -0.084
H  1.3859  3.0209  -5.5121  0.120
H  5.1583  2.6562  -7.6175  0.095
H  2.6793  2.9677  -7.7041  0.100
Si  2.6617  0.6235  -1.4069  0.392
Cl  -3.7821  -0.1741  4.5531  -0.261
C  4.2414  0.2297  -0.4995  -0.155
C  2.4327  -0.4781  -2.9006  -0.150
C  1.1738  0.5878  -0.2926  -0.189
H  5.1307  0.5331  -1.0661  0.026
H  4.3128  -0.8503  -0.3102  0.031
H  4.2669  0.7466  0.4681  0.033
H  1.3044  1.2813  0.5503  0.024
H  0.9807  -0.4130  0.1151  0.025
H  0.2573  0.8999  -0.8089  -0.014
H  3.2035  -0.2776  -3.6577  0.031
H  1.4538  -0.2996  -3.3654  0.037
H  2.4973  -1.5342  -2.6052  0.014
C  -7.3763  -0.6731  1.1470  0.038
S  -4.8721  -1.8744  0.8202  0.507
O  -6.2978  -1.9788  1.6895  -0.466
O  -5.3612  -1.8216  -0.5592  -0.491
O  -3.8769  -2.8637  1.3342  -0.586
H  -8.0507  -1.4365  0.7583  0.049
H  -7.1364  0.1144  0.3682  0.079
H  -7.5625  -0.1970  2.1021  0.046

Atoms 1-3, force components in eV/Å:
C -0.359 0.132 -0.012
C 1.220 0.640 -0.387
H 0.001 -0.385 -0.109

Properties
Net charge   -1
Max |F|   5.79 eV/A
Orbital gap   0.22460 Eh
ΔE to the lowest compared entry with this formula, charge and spin   64.6 kcal/mol
Multiplicity   1
Electronic energy   -93446.1642 eV